<a>
This record from the OMol25 dataset describes C4H13O3S as an isolated structure. The level of theory is the ωB97M-V functional and the def2-TZVPD basis.

Each line ends with the Löwdin charge.
Positions of all 21 atoms, in Å:
C -1.21 0.52 1.66  -0.3645
O -0.95 -0.79 1.98  -0.1882
C -1.38 0.72 0.13  -0.1781
C -0.08 0.49 -0.60  -0.1982
C 0.57 1.77 -1.09  -0.8255
S 0.79 3.12 0.03  0.3711
H -2.13 0.81 2.20  0.1052
H -0.46 1.26 1.97  0.0728
H -1.64 1.77 -0.04  0.0924
H -2.11 -0.01 -0.22  0.1211
H 0.16 -0.20 -1.40  0.1034
H 0.73 0.50 0.37  0.0257
H 1.53 1.45 -1.50  0.0582
H 0.00 2.05 -1.99  0.0852
H 1.41 0.41 0.84  0.2685
H 0.88 -2.05 -1.37  -0.0232
H 1.95 -2.79 -2.13  0.0232
O 1.20 -2.21 -2.27  -0.0972
H -0.34 -1.47 1.34  -0.0183
H 0.67 -2.97 1.41  -0.0665
O 0.40 -2.39 0.69  -0.3673

Properties
Kohn-Sham gap	6.27	eV
total charge	-1
LUMO	1.910	eV

***

<b>
This record from the OMol25 dataset describes a 4-piece molecular cluster, C4H13O3S overall. The level of theory is the ωB97M-V functional and the def2-TZVPD basis.

Each line ends with the Löwdin charge.
Positions of all 21 atoms, in Å:
C -1.87 0.62 0.21  -0.3038
O -2.09 -0.37 1.21  -0.1348
C -0.93 0.18 -0.96  -0.1882
C 0.52 0.41 -0.66  -0.2359
C 1.07 1.69 -1.29  -0.7927
S 0.22 3.20 -0.98  0.3915
H -2.86 0.76 -0.22  0.1050
H -1.54 1.58 0.60  0.0579
H -1.22 0.62 -1.92  0.1132
H -1.16 -0.89 -1.00  0.1221
H 1.15 -0.46 -0.79  0.1251
H 0.55 0.79 0.50  0.0242
H 2.14 1.78 -1.06  0.0548
H 0.94 1.45 -2.36  0.0772
H 0.62 1.18 1.28  0.2783
H 0.90 -2.55 0.88  -0.0426
H 2.11 -3.44 1.04  -0.0170
O 1.49 -3.20 0.35  -0.1796
H -1.27 -0.95 1.39  0.0292
H 0.99 -0.91 1.96  -0.0886
O 0.24 -1.49 1.82  -0.3952

Properties
Kohn-Sham gap	5.98	eV
total charge	-1
LUMO	1.339	eV

***

Top of the stability list: <b>, leading by 0.0059 hartree.

***

<a>
This record from the OMol25 dataset describes a 3-piece molecular cluster, C2H8N3S overall. The level of theory is the ωB97M-V functional and the def2-TZVPD basis.

Each line ends with the Löwdin charge.
Positions of all 14 atoms, in Å:
C 0.04 -0.40 1.70  -0.3377
C -0.32 -0.19 -0.82  -0.6906
N 0.99 -0.36 -0.31  0.0122
N -0.47 0.05 -2.07  0.1943
N 1.09 -0.94 0.99  -0.0583
S -1.47 -0.43 0.46  0.9809
H -0.36 -0.85 2.56  0.0833
H 0.00 0.69 1.83  0.0612
H -0.57 1.67 0.14  -0.0032
H 1.76 -0.59 -0.94  0.1758
H 0.23 0.53 -2.57  0.1372
H -1.41 0.31 -2.37  0.1506
H -0.61 2.49 0.46  0.1226
H 1.09 -1.99 0.94  0.1717

Properties
Kohn-Sham gap	10.09	eV
total charge	+1
LUMO	-4.164	eV

***

<b>
This record from the OMol25 dataset describes an isolated ion of composition C2H8N3S and charge +1. The level of theory is the ωB97M-V functional and the def2-TZVPD basis.

Each line ends with the Löwdin charge.
Positions of all 14 atoms, in Å:
C 1.19 -1.12 1.01  -0.5868
C -0.12 0.12 2.55  -0.0326
N 0.79 -0.98 2.19  -0.0737
N -0.06 0.73 -1.55  -0.2788
N -0.10 0.22 -2.98  0.0972
S 1.07 -0.78 -0.51  0.9488
H 0.28 1.08 2.16  0.1017
H -0.99 0.02 1.89  0.0914
H -0.31 0.18 3.65  0.1145
H 1.10 -1.54 2.98  0.1612
H 0.51 1.57 -1.30  0.0438
H -0.37 1.02 -3.59  0.1788
H -0.80 -0.39 -2.79  0.0916
H 0.79 -0.21 -3.27  0.1428

Properties
Kohn-Sham gap	9.19	eV
total charge	+1
LUMO	-3.591	eV

***

<c>
This record from the OMol25 dataset describes a 2-piece molecular cluster, C2H8N3S overall. The level of theory is the ωB97M-V functional and the def2-TZVPD basis.

Each line ends with the Löwdin charge.
Positions of all 14 atoms, in Å:
C -0.41 -1.30 -0.11  -0.0439
C -0.29 -0.45 1.02  -0.0839
N -0.15 0.28 -1.79  0.0915
N -0.22 -0.92 -1.42  -0.0407
N -0.44 -0.96 2.17  0.1992
S 0.55 2.73 -0.42  0.5463
H -0.39 -2.36 -0.04  0.1090
H -0.03 0.57 0.70  0.0483
H -0.10 0.40 -2.87  0.1498
H 0.94 3.56 0.56  -0.1853
H -0.17 -1.59 -2.13  0.1546
H -0.60 -1.93 2.24  0.1269
H -0.43 -0.56 3.06  0.1311
H 1.73 2.54 -0.98  -0.2030

Properties
Kohn-Sham gap (alpha / beta)	7.69 / 7.69	eV
total charge	+1
LUMO (alpha / beta)	-5.257 / -5.258	eV

***

Top of the stability list: <a>, leading by 0.0049 hartree.

***

<a>
This record from the OMol25 dataset describes a single C4H4ClN molecule. The level of theory is the ωB97M-V functional and the def2-TZVPD basis.

Each line ends with the Löwdin charge.
Positions of all 10 atoms, in Å:
C -1.21 -1.05 0.76  0.0012
C -0.12 -0.65 0.03  -0.6756
Cl 1.15 -1.89 -0.12  0.6050
C 0.22 0.66 -0.63  -0.2413
C 1.25 1.43 -0.11  -0.2616
N 2.03 2.07 0.41  0.1774
H -1.14 -2.04 1.27  0.0780
H -1.91 -0.25 0.67  0.0544
H 0.45 0.46 -1.66  0.1199
H -0.72 1.26 -0.64  0.1425

Properties
Kohn-Sham gap	10.69	eV
total charge	0
SMILES	C=C(Cl)CC#N
LUMO	0.588	eV

***

<b>
This record from the OMol25 dataset describes a single C4H4ClN molecule. The level of theory is the ωB97M-V functional and the def2-TZVPD basis.

Each line ends with the Löwdin charge.
Positions of all 10 atoms, in Å:
C -0.28 0.65 0.06  -0.0520
C -0.22 -0.81 -0.08  -0.3962
C -1.42 -1.51 -0.06  -0.2248
N -2.43 -2.03 0.08  0.1784
C 0.95 -1.49 -0.12  -0.5546
Cl 2.53 -0.91 0.02  0.6897
H -1.11 0.80 0.62  0.0376
H -0.39 1.03 -0.96  0.1021
H 0.67 1.01 0.65  0.1143
H 0.81 -2.62 -0.15  0.1056

Properties
Kohn-Sham gap	10.20	eV
total charge	0
SMILES	C/C(C#N)=C\Cl
LUMO	0.400	eV

***

Top of the stability list: <b>, leading by 0.0057 hartree.

***

<a>
This record from the OMol25 dataset describes an isolated ion of composition C4H6NS and charge +1. The level of theory is the ωB97M-V functional and the def2-TZVPD basis.

Each line ends with the Löwdin charge.
Positions of all 12 atoms, in Å:
C -0.52 2.31 0.04  0.2373
C -0.64 -0.99 0.14  0.0212
C -0.10 1.21 0.01  -0.1646
C 1.66 -0.40 0.01  0.0383
N 0.25 -0.07 0.02  -0.1693
S -2.82 -0.41 0.05  0.7757
H -0.61 3.34 -0.16  0.0714
H -0.36 -1.95 0.31  0.0788
H 1.87 -1.43 -0.23  0.1040
H 2.04 -0.34 1.04  0.1300
H 2.15 0.25 -0.71  0.1275
H -2.92 -1.53 -0.51  -0.2503

Properties
Kohn-Sham gap	9.01	eV
total charge	+1
LUMO	-5.571	eV

***

<b>
This record from the OMol25 dataset describes a 2-piece molecular cluster, C4H6NS overall. The level of theory is the ωB97M-V functional and the def2-TZVPD basis.

Each line ends with the Löwdin charge.
Positions of all 12 atoms, in Å:
C -1.76 2.26 -0.06  0.1372
C -1.09 -1.81 -0.23  -0.5381
C 0.86 -0.21 0.06  -0.0439
C -0.49 -0.72 0.39  -0.1548
N -1.42 1.17 -0.09  0.1615
S -2.47 -2.43 0.42  0.9496
H -2.04 3.25 0.01  0.0781
H -0.76 -2.31 -1.03  0.0240
H 1.28 0.67 0.46  0.0885
H 1.02 -0.26 -0.97  0.0801
H 1.65 -1.01 0.20  0.1547
H -0.73 -0.43 1.31  0.0631

Properties
Kohn-Sham gap	6.95	eV
total charge	+1
LUMO	-7.194	eV

***

Top of the stability list: <b>, leading by 0.0346 hartree.

***

<a>
This record from the OMol25 dataset describes C4H10NOP as an isolated structure. The level of theory is the ωB97M-V functional and the def2-TZVPD basis.

Each line ends with the Löwdin charge.
Positions of all 17 atoms, in Å:
C -0.26 0.89 -1.41  -0.6011
C -0.28 -1.46 2.06  -0.0285
C -0.95 -0.31 -0.08  -0.0360
C 0.18 -0.82 0.73  -0.4770
N -1.04 1.00 -2.39  0.0227
O 1.11 0.21 1.05  -0.1420
P 1.36 1.60 -1.16  0.8636
H -1.08 -2.08 1.93  0.0466
H -0.54 -0.66 2.78  0.1001
H 0.51 -1.93 2.54  0.0550
H -1.38 -1.03 -0.75  0.0842
H -1.61 0.47 0.41  0.1210
H 0.85 -1.48 0.34  0.1121
H -0.67 1.80 -3.00  0.0397
H 0.67 1.04 1.13  0.0200
H 2.01 0.57 -1.60  -0.1358
H 1.11 2.19 -2.58  -0.0444

Properties
Kohn-Sham gap	9.88	eV
total charge	0
LUMO	0.875	eV

***

<b>
This record from the OMol25 dataset describes a single C4H10NOP molecule. The level of theory is the ωB97M-V functional and the def2-TZVPD basis.

Each line ends with the Löwdin charge.
Positions of all 17 atoms, in Å:
C 2.58 -0.31 -0.88  -0.2760
P 1.76 -0.02 0.88  0.9145
C 0.17 0.77 0.50  -0.7224
O 0.14 2.02 0.65  -0.0765
N -0.92 0.12 0.18  -0.2003
C -2.20 0.80 0.20  -0.0723
C -1.02 -1.32 0.09  -0.0863
H 3.27 -1.12 -0.79  -0.0008
H 2.94 0.67 -1.18  0.0275
H 1.65 -0.60 -1.40  0.0142
H 2.49 1.14 1.05  -0.0691
H -2.74 0.82 1.24  0.1278
H -2.18 1.87 -0.06  0.0750
H -2.91 0.48 -0.64  0.1056
H 0.01 -1.80 0.22  0.0664
H -1.54 -1.87 0.82  0.0654
H -1.48 -1.65 -0.89  0.1074

Properties
Kohn-Sham gap	9.47	eV
total charge	0
SMILES	CPC(=O)N(C)C
LUMO	0.822	eV

***

Top of the stability list: <b>, leading by 0.0757 hartree.

***

<a>
This record from the OMol25 dataset describes a 2-piece molecular cluster, C3H10NS overall. The level of theory is the ωB97M-V functional and the def2-TZVPD basis.

Each line ends with the Löwdin charge.
Positions of all 15 atoms, in Å:
C -1.08 0.83 -1.76  0.0034
C 0.47 -0.16 2.77  -0.4826
C 0.25 0.38 -1.35  -0.1740
N 0.90 -0.58 -1.95  0.2058
S 0.00 -1.12 1.36  0.6996
H -1.46 0.38 -2.56  0.0495
H -1.88 0.72 -0.87  0.1709
H -0.89 1.91 -1.57  0.1263
H -0.45 0.27 3.27  0.0651
H 1.03 0.74 2.50  0.0292
H 1.07 -0.74 3.46  0.0299
H 0.82 0.84 -0.61  0.1030
H -1.17 -1.53 1.73  -0.1519
H 1.95 -0.69 -1.91  0.1913
H 0.43 -1.24 -2.52  0.1344

Properties
Kohn-Sham gap	8.18	eV
total charge	+1
LUMO	-4.656	eV

***

<b>
This record from the OMol25 dataset describes an isolated ion of composition C3H10NS and charge +1. The level of theory is the ωB97M-V functional and the def2-TZVPD basis.

Each line ends with the Löwdin charge.
Positions of all 15 atoms, in Å:
C -0.75 1.14 -0.96  -0.0359
C -0.12 0.29 0.06  -0.4173
N -1.10 -0.80 0.63  0.1719
C 1.34 -0.09 -0.22  -0.5693
S 1.94 -1.59 0.56  0.7782
H -0.89 2.12 -0.54  0.0927
H -0.08 1.29 -1.81  0.0966
H -1.73 0.69 -1.38  0.1303
H 0.22 0.70 1.00  0.1231
H -0.77 -1.59 1.22  0.1398
H -1.54 -1.32 -0.23  0.2060
H -1.80 -0.24 1.18  0.1924
H 2.04 0.78 0.02  0.1267
H 1.51 -0.31 -1.30  0.0847
H 1.73 -1.06 1.77  -0.1197

Properties
Kohn-Sham gap	9.78	eV
total charge	+1
SMILES	C[C@@H]([NH3+])CS
LUMO	-3.786	eV

***

Top of the stability list: <b>, leading by 0.0088 hartree.

***

<a>
This record from the OMol25 dataset describes an isolated ion of composition C3H10NS and charge +1. The level of theory is the ωB97M-V functional and the def2-TZVPD basis.

Each line ends with the Löwdin charge.
Positions of all 15 atoms, in Å:
C 1.45 -0.60 -0.25  -0.1071
C 0.93 0.61 0.54  -0.2054
C -0.54 1.03 0.31  -0.2202
N -1.26 0.37 -0.80  -0.3823
S -1.98 -1.08 -0.57  1.1336
H 2.53 -0.54 -0.33  0.0863
H 1.23 -1.54 0.26  0.0681
H 1.08 -0.65 -1.27  0.0629
H 1.57 1.47 0.33  0.1112
H 1.04 0.39 1.60  0.1117
H -0.62 2.09 0.11  0.1257
H -1.13 0.85 1.21  0.1076
H -0.76 0.37 -1.68  0.1013
H -2.50 -0.84 0.65  0.0171
H -1.02 -1.94 -0.11  -0.0106

Properties
Kohn-Sham gap	11.09	eV
total charge	+1
LUMO	-4.363	eV

***

<b>
This record from the OMol25 dataset describes an isolated ion of composition C3H10NS and charge +1. The level of theory is the ωB97M-V functional and the def2-TZVPD basis.

Each line ends with the Löwdin charge.
Positions of all 15 atoms, in Å:
C -1.04 -0.51 -1.46  -0.3423
N -0.48 0.40 -2.41  0.0029
H -0.62 -1.52 -1.51  0.0845
H -2.14 -0.58 -1.58  0.0929
H -0.92 1.31 -2.27  0.0938
H 0.55 0.31 -2.52  0.1210
C 0.87 -1.35 0.90  -0.0665
S -0.84 0.08 0.54  0.8477
C 0.23 1.55 1.87  0.0142
H 0.86 -2.38 1.42  0.0905
H 1.09 -1.50 -0.17  0.0047
H 1.60 -0.68 1.29  -0.0121
H -0.17 1.22 2.84  0.0594
H -0.15 2.45 1.38  0.0430
H 1.17 1.20 1.70  -0.0336

Properties
Kohn-Sham gap	8.22	eV
total charge	+1
LUMO	-5.672	eV

***

Top of the stability list: <a>, leading by 0.0794 hartree.

***

<a>
This record from the OMol25 dataset describes a 2-piece molecular cluster, C6H15N2P overall. The level of theory is the ωB97M-V functional and the def2-TZVPD basis.

Each line ends with the Löwdin charge.
Positions of all 24 atoms, in Å:
C 2.30 -1.58 0.36  -0.2019
C 0.98 -1.13 0.95  -0.4888
P -0.40 -0.90 0.08  0.9797
N -1.60 -0.44 1.25  -0.5098
C -2.99 -0.60 0.83  -0.1902
C -1.31 0.52 2.33  -0.1579
H 3.08 -1.50 1.07  0.0404
H 2.56 -0.82 -0.39  0.0345
H 2.27 -2.62 -0.09  0.0819
H 1.00 -0.94 2.03  0.0430
H -3.34 0.18 0.16  0.0671
H -3.15 -1.73 0.54  0.1048
H -3.55 -0.61 1.73  0.0486
H -0.31 0.76 2.40  0.0116
H -1.76 1.64 2.17  0.1111
H -1.87 0.30 3.27  0.0784
C 1.56 1.93 -1.39  -0.1128
N 1.35 0.82 -1.86  -0.1508
C 0.55 0.56 -3.05  -0.1456
H 1.26 2.88 -1.89  0.0771
H 2.04 1.97 -0.36  0.0857
H 1.24 0.21 -3.89  0.0919
H 0.05 -0.36 -2.84  0.0212
H 0.04 1.48 -3.39  0.0808

Properties
Kohn-Sham gap	8.49	eV
total charge	0
SMILES	C/C=P/N(C)C.C=NC
LUMO	0.946	eV

***

<b>
This record from the OMol25 dataset describes a single C6H15N2P molecule. The level of theory is the ωB97M-V functional and the def2-TZVPD basis.

Each line ends with the Löwdin charge.
Positions of all 24 atoms, in Å:
C -0.39 1.84 -0.24  -0.1823
C 1.08 1.57 0.47  -0.1992
C -0.69 0.81 -1.35  -0.2164
C 1.09 0.42 1.44  -0.3295
C -0.98 -0.58 -0.80  -0.1573
C 1.05 -0.87 0.63  -0.5718
N -2.19 -1.91 0.70  0.0441
N -1.94 -0.65 0.12  -0.1363
P 2.39 -1.43 -0.44  0.6993
H -1.30 1.84 0.34  0.0752
H -0.21 2.81 -0.78  0.1142
H 1.61 1.39 -0.41  0.0443
H 1.35 2.67 0.91  0.1469
H -1.53 1.17 -1.94  0.1051
H 0.12 0.84 -2.11  0.1066
H 1.89 0.47 2.18  0.0907
H 0.05 0.32 2.01  0.1220
H -0.57 -1.47 -1.38  0.1234
H 0.69 -1.79 1.31  0.0708
H -1.57 -1.95 1.45  0.0403
H -1.96 -2.52 -0.08  0.0855
H -1.89 0.21 0.80  0.1671
H 2.18 -0.66 -1.69  -0.1207
H 1.73 -2.54 -1.13  -0.1221

Properties
Kohn-Sham gap (alpha / beta)	7.30 / 7.31	eV
total charge	0
LUMO (alpha / beta)	0.870 / 0.871	eV

***

Top of the stability list: <a>, leading by 0.0840 hartree.